Entry 1
C5H9N3 | ωB97M-V/def2-TZVPD

Structure (XYZ):
```
17
Properties=species:S:1:pos:R:3:nbo_charge:R:1
C -1.584 -0.197 -0.343 -0.246
C -0.188 -0.241 -0.846 -0.088
C 1.480 -1.596 0.073 0.248
C 0.908 0.598 0.017 0.186
C 0.937 1.916 -0.176 -0.510
H -2.486 0.062 1.569 0.375
H -1.634 -1.337 1.299 0.368
H -1.819 0.885 -0.786 0.195
H -2.320 -0.602 -0.998 0.193
H -0.077 0.170 -1.906 0.224
H 2.334 -2.359 0.323 0.206
H 2.284 0.002 1.403 0.408
H 1.587 2.661 0.305 0.207
H 0.015 2.342 -0.860 0.194
N -1.643 -0.369 1.034 -0.847
N 0.487 -1.668 -0.784 -0.467
N 1.718 -0.269 0.677 -0.645
```

**Charge**: 0
**Frontier orbital gap**: 9.075 eV
**LUMO**: 1.012 eV
**SMILES**: C=C1NC=N[C@H]1CN
**HOMO level**: -8.06 eV

Entry 2
C5H9N3 | ωB97M-V/def2-TZVPD

Structure (XYZ):
```
17
Properties=species:S:1:pos:R:3:nbo_charge:R:1
C 0.722 -0.300 2.753 -0.421
C 0.036 -0.027 0.423 0.277
C 0.137 0.922 -0.584 -0.328
C 0.003 0.221 -1.812 0.075
C -0.363 -0.988 -1.460 -0.141
H 0.849 -1.377 2.335 0.191
H 0.335 -0.071 3.876 0.222
H 1.764 0.227 2.532 0.200
H -1.356 0.715 1.871 0.414
H 0.281 2.036 -0.564 0.217
H -0.202 0.506 -3.734 0.354
H -0.369 1.867 -3.011 0.368
H -0.678 -1.853 -1.970 0.196
H -0.619 -1.964 0.625 0.430
N -0.339 0.222 1.718 -0.728
N 0.078 1.060 -2.937 -0.796
N -0.280 -1.197 -0.060 -0.530
```

**Charge**: 0
**Frontier orbital gap**: 8.530 eV
**LUMO**: 0.990 eV
**SMILES**: CNc1cc(N)c[nH]1
**HOMO level**: -7.54 eV

Entry 3
C5H9N3 | ωB97M-V/def2-TZVPD

Structure (XYZ):
```
17
Properties=species:S:1:pos:R:3:nbo_charge:R:1
C -2.315 -0.304 -0.223 -0.369
C 0.541 1.573 0.116 -0.029
C 0.788 0.555 1.100 -0.311
C 1.432 -0.587 0.238 -0.073
C -0.032 -0.671 0.579 -0.060
H -2.898 -0.055 0.549 0.179
H -2.243 -1.499 0.034 0.172
H -2.674 0.005 -1.165 0.217
H 0.857 2.606 0.060 0.217
H 1.122 0.815 2.024 0.226
H 1.889 -1.500 0.760 0.196
H 1.069 -0.545 -1.789 0.379
H 2.494 0.385 -1.318 0.371
H -0.464 -1.612 1.058 0.242
N -0.865 -0.007 -0.302 -0.294
N -0.553 1.326 -0.599 -0.217
N 1.850 -0.485 -1.121 -0.847
```

**Charge**: 0
**Frontier orbital gap**: 8.996 eV
**LUMO**: 0.950 eV
**SMILES**: CN1N=C[C@@H]2[C@H](N)[C@@H]21
**HOMO level**: -8.05 eV

Ordering by calculated energy gives the sequence entry 1, entry 2, entry 3, with the first entry being the most stable.

Entry 1
C5H9N3 | ωB97M-V/def2-TZVPD

Structure (XYZ):
```
17
Properties=species:S:1:pos:R:3:nbo_charge:R:1
C -0.045 0.396 2.111 -0.635
C 0.803 0.419 0.858 0.076
N 1.722 -0.536 0.611 -0.694
C 1.065 1.722 0.296 0.236
N 1.221 2.774 -0.151 -0.288
H 1.592 -1.329 1.235 0.370
H -0.431 -0.610 2.283 0.225
H 0.554 0.692 2.976 0.233
H -0.885 1.086 2.033 0.236
C -1.581 -0.440 -2.050 -0.663
C -0.308 -0.705 -1.305 0.127
N 0.667 -1.405 -1.477 -0.443
H 1.563 -0.977 -0.450 0.387
H -0.239 0.001 -0.287 0.124
H -1.624 0.614 -2.333 0.240
H -1.633 -1.060 -2.943 0.238
H -2.440 -0.644 -1.408 0.231
```

**Charge**: 0
**Frontier orbital gap**: 8.672 eV
**LUMO**: -0.342 eV
**HOMO level**: -9.01 eV

Entry 2
C5H9N3 | ωB97M-V/def2-TZVPD

Structure (XYZ):
```
17
Properties=species:S:1:pos:R:3:nbo_charge:R:1
C 0.144 -1.273 -0.163 -0.105
C -0.366 -0.073 -1.273 -0.480
C 0.162 1.623 0.570 -0.696
C -0.811 0.596 0.044 0.332
N 0.570 -1.348 1.170 -0.838
N -2.085 0.626 0.262 -0.679
C 1.342 -0.972 -1.062 0.233
N 2.447 -1.108 -1.405 -0.347
H -0.325 -2.181 -0.564 0.224
H 1.356 -1.966 1.338 0.409
H -0.154 -1.249 1.867 0.389
H -2.369 1.408 0.848 0.340
H -1.254 -0.446 -1.782 0.254
H 0.077 0.673 -1.929 0.269
H 1.130 1.191 0.824 0.245
H -0.228 2.130 1.453 0.221
H 0.364 2.370 -0.197 0.229
```

**Charge**: 0
**Frontier orbital gap**: 9.047 eV
**LUMO**: 0.572 eV
**HOMO level**: -8.48 eV

Ordering by calculated energy gives the sequence entry 1, entry 2, with the first entry being the most stable.

Entry 1
C5H9N3 | ωB97M-V/def2-TZVPD

Structure (XYZ):
```
17
Properties=species:S:1:pos:R:3:nbo_charge:R:1
C 1.223 -0.840 -0.467 -0.367
C 2.325 -0.176 -0.054 -0.035
C 0.112 -0.049 -0.104 0.077
C 0.546 1.111 0.456 0.180
C -2.027 -1.724 -0.406 -0.419
N 2.013 1.055 0.390 -0.520
N -0.032 2.419 0.746 -0.811
N -1.632 -0.306 -0.616 -0.595
H 1.273 -1.866 -0.891 0.232
H 3.374 -0.387 -0.210 0.206
H -2.015 -2.184 0.565 0.179
H -3.030 -1.721 -0.883 0.202
H -1.378 -2.340 -0.990 0.196
H 2.594 1.813 0.572 0.413
H -0.379 2.407 1.702 0.361
H -0.948 2.396 0.251 0.361
H -2.020 0.393 -0.061 0.341
```

**Charge**: 0
**Frontier orbital gap**: 8.968 eV
**LUMO**: 0.939 eV
**SMILES**: CNc1cc[nH]c1N
**HOMO level**: -8.03 eV

Entry 2
C5H9N3 | ωB97M-V/def2-TZVPD

Structure (XYZ):
```
17
Properties=species:S:1:pos:R:3:nbo_charge:R:1
C 0.912 -0.066 -0.374 -0.071
C 0.785 1.459 -0.086 -0.200
C -2.225 0.024 -0.216 0.017
C -1.509 -1.110 0.064 -0.478
C -0.161 -0.334 0.623 -0.108
H 2.431 -1.523 0.255 0.378
H 2.973 0.572 0.522 0.313
H 0.701 -0.509 -1.447 0.214
H 0.581 2.077 -0.822 0.204
H 1.720 1.675 0.433 0.185
H -3.045 -0.142 -0.907 0.195
H -1.246 -1.636 -0.806 0.223
H -2.068 -1.610 0.786 0.225
H -0.085 -0.571 1.686 0.225
N 2.346 -0.526 -0.170 -0.836
N -0.471 1.027 0.622 -0.273
N -1.640 1.194 -0.164 -0.214
```

**Charge**: 0
**Frontier orbital gap**: 8.884 eV
**LUMO**: 0.735 eV
**HOMO level**: -8.15 eV

Entry 3
C5H9N3 | ωB97M-V/def2-TZVPD

Structure (XYZ):
```
17
Properties=species:S:1:pos:R:3:nbo_charge:R:1
C -0.677 0.800 -1.398 -0.221
C 0.177 -0.121 -0.569 -0.113
C 1.220 0.442 1.309 0.286
C -0.501 -0.866 0.685 0.174
C -1.637 -1.633 0.885 -0.530
H 1.226 1.144 -1.895 0.366
H 0.334 0.471 -3.082 0.339
H -0.944 1.537 -0.624 0.188
H -1.601 0.399 -1.628 0.202
H 0.733 -0.835 -1.145 0.208
H 1.871 0.832 2.149 0.202
H 0.289 -0.937 2.714 0.415
H -2.180 -2.217 -0.022 0.220
H -1.803 -1.966 1.963 0.198
N 0.140 1.264 -2.412 -0.800
N 1.080 0.718 0.068 -0.492
N 0.291 -0.576 1.787 -0.644
```

**Charge**: 0
**Frontier orbital gap**: 8.904 eV
**LUMO**: 0.794 eV
**SMILES**: C=C1NC=N[C@@H]1CN
**HOMO level**: -8.11 eV

Entry 4
C5H9N3 | ωB97M-V/def2-TZVPD

Structure (XYZ):
```
17
Properties=species:S:1:pos:R:3:nbo_charge:R:1
C -1.794 0.424 -0.258 0.316
C 1.335 0.624 0.542 0.478
C -1.604 1.537 -0.863 -0.584
C 1.613 1.777 1.035 -0.723
C 1.394 -1.469 -0.737 -0.419
N 1.064 -0.477 0.177 -0.444
N -2.040 -0.755 -0.176 -0.272
N -1.600 -1.666 0.748 -0.627
H -0.848 1.659 -1.675 0.225
H -2.049 2.488 -0.641 0.226
H 1.393 2.749 0.665 0.244
H 2.531 1.678 1.608 0.238
H 1.735 -1.082 -1.675 0.184
H 2.200 -2.129 -0.404 0.216
H 0.480 -1.896 -0.973 0.222
H -2.492 -2.269 0.956 0.366
H -1.319 -1.194 1.670 0.353
```

**Charge**: 0
**Frontier orbital gap**: 8.927 eV
**LUMO**: 0.744 eV
**SMILES**: C=C=NC.C=C=NN
**HOMO level**: -8.18 eV

Ordering by calculated energy gives the sequence entry 1, entry 3, entry 4, entry 2, with the first entry being the most stable.

Entry 1
C6H12N2 | ωB97M-V/def2-TZVPD

Structure (XYZ):
```
20
Properties=species:S:1:pos:R:3:nbo_charge:R:1
C -1.064 1.418 1.171 -0.436
C 0.476 -0.620 1.427 -0.250
C 1.141 -1.221 0.121 -0.418
C 0.484 -0.275 -0.922 0.058
C -0.671 -0.089 -1.903 -0.349
C -0.950 -0.514 -0.422 -0.109
H -0.897 1.649 2.282 0.192
H -2.144 1.585 0.821 0.209
H -0.325 2.090 0.583 0.208
H 0.370 -1.578 2.031 0.204
H 1.095 0.095 1.995 0.193
H 0.817 -2.250 0.017 0.213
H 2.212 -1.180 0.275 0.205
H 1.895 1.147 -1.501 0.374
H 1.664 0.951 0.160 0.352
H -0.911 0.814 -2.320 0.230
H -0.952 -0.878 -2.591 0.220
H -1.255 -1.582 -0.417 0.196
N -0.895 -0.056 1.010 -0.443
N 1.172 1.048 -0.747 -0.850
```

**Charge**: 0
**Frontier orbital gap**: 8.613 eV
**LUMO**: 1.018 eV
**SMILES**: CN1CC[C@]2(N)C[C@H]12
**HOMO level**: -7.60 eV

Entry 2
C6H12N2 | ωB97M-V/def2-TZVPD

Structure (XYZ):
```
20
Properties=species:S:1:pos:R:3:nbo_charge:R:1
C 0.745 1.544 -1.000 -0.637
C -0.346 1.088 1.229 -0.613
C 0.937 -0.778 0.043 0.206
C 0.212 0.493 -0.048 -0.081
N 2.311 -0.920 -0.037 -0.814
N -2.398 -0.888 0.057 -0.857
C -0.061 -1.693 -0.109 -0.387
C -1.139 -0.816 -0.545 0.026
H 2.859 -0.267 0.502 0.377
H 2.661 -1.865 -0.025 0.382
H -2.550 -1.516 0.832 0.390
H -3.119 -0.283 -0.306 0.386
H -0.099 -2.760 0.064 0.196
H -1.187 -0.559 -1.602 0.181
H -0.044 2.250 -1.270 0.211
H 1.548 2.133 -0.543 0.203
H -1.169 1.776 1.017 0.203
H -0.725 0.309 1.888 0.217
H 1.142 1.089 -1.908 0.216
H 0.423 1.662 1.759 0.194
```

**Charge**: 0
**Frontier orbital gap**: 8.472 eV
**LUMO**: 1.019 eV
**HOMO level**: -7.45 eV

Entry 3
C6H12N2 | ωB97M-V/def2-TZVPD

Structure (XYZ):
```
20
Properties=species:S:1:pos:R:3:nbo_charge:R:1
C -0.778 0.058 1.081 -0.261
C -1.164 0.863 -0.134 -0.150
C -0.041 -1.076 1.029 -0.203
C 0.081 -1.969 2.248 -0.653
C -0.938 0.839 -2.556 -0.424
C 1.826 0.817 -0.276 -0.443
N -0.362 0.803 -1.219 -0.055
N 0.834 0.430 -1.160 -0.345
H -1.201 0.511 1.935 0.204
H -1.868 1.627 -0.031 0.196
H 0.433 -1.329 0.080 0.224
H -0.039 -1.580 3.292 0.224
H 1.062 -2.646 2.356 0.211
H -0.768 -2.624 2.143 0.218
H -2.018 0.704 -2.605 0.210
H -0.741 1.784 -3.188 0.209
H -0.428 0.024 -3.076 0.239
H 2.790 0.686 -0.730 0.211
H 1.530 1.834 0.100 0.192
H 1.789 0.244 0.710 0.197
```

**Charge**: 0
**Frontier orbital gap (spin up / spin down)**: 7.800 / 7.801 eV
**LUMO (spin up / spin down)**: 0.691 / 0.693 eV
**HOMO level (spin up / spin down)**: -7.11 / -7.11 eV

Ordering by calculated energy gives the sequence entry 2, entry 3, entry 1, with the first entry being the most stable.

Entry 1
C6H12N2 | ωB97M-V/def2-TZVPD

Structure (XYZ):
```
20
Properties=species:S:1:pos:R:3:nbo_charge:R:1
C 1.058 0.069 -0.235 -0.396
C 1.267 -0.570 -1.581 -0.636
C -1.340 -1.094 0.348 -0.684
C -0.077 -0.581 1.022 0.381
C 0.245 1.238 -0.045 0.450
N -0.381 1.865 -1.025 -0.721
C -0.254 1.179 1.314 -0.612
N 0.567 -1.258 1.951 -0.973
H 1.922 0.039 0.421 0.277
H -1.132 2.509 -0.833 0.408
H -0.151 1.685 -1.991 0.408
H 0.015 -2.060 2.244 0.336
H 0.336 -0.629 -2.154 0.197
H 2.017 -0.061 -2.197 0.211
H 1.616 -1.594 -1.430 0.241
H -1.128 -2.055 -0.127 0.219
H -2.106 -1.253 1.110 0.223
H -1.753 -0.422 -0.409 0.191
H 0.484 1.325 2.094 0.268
H -1.206 1.666 1.522 0.210
```

**Charge**: 0
**Frontier orbital gap**: 6.637 eV
**LUMO**: 0.424 eV
**HOMO level**: -6.21 eV

Entry 2
C6H12N2 | ωB97M-V/def2-TZVPD

Structure (XYZ):
```
20
Properties=species:S:1:pos:R:3:nbo_charge:R:1
C -0.858 2.195 0.618 -0.657
C -1.390 1.325 -0.471 -0.175
C -1.693 0.020 -0.310 -0.397
H -1.565 1.809 -1.427 0.192
H -0.532 1.601 1.468 0.222
H -1.628 2.894 0.956 0.222
H -0.010 2.782 0.263 0.212
H -2.233 -0.516 -1.076 0.202
H -1.766 -0.397 0.684 0.201
C 1.138 -0.893 0.666 0.403
N 2.282 -0.182 0.912 -0.814
C 0.609 -0.737 -0.727 -0.237
C 0.399 -1.796 -1.526 -0.377
N 0.595 -1.544 1.615 -0.727
H 2.709 -0.348 1.806 0.401
H 2.890 0.019 0.140 0.386
H -0.267 -2.016 1.330 0.336
H 0.856 0.238 -1.170 0.211
H -0.002 -2.726 -1.147 0.195
H 0.466 -1.729 -2.603 0.200
```

**Charge**: 0
**Frontier orbital gap**: 9.421 eV
**LUMO**: 0.947 eV
**SMILES**: [H]/N=C(/N)C=C.C=CC
**HOMO level**: -8.47 eV

Ordering by calculated energy gives the sequence entry 2, entry 1, with the first entry being the most stable.